Below is a molecular structure, C32H28ClF3N5NaO2S3, with properties calculated with ωB97M-V/def2-TZVPD.

Values from the calculation:
HOMO-LUMO gap, eV: 4.743
Net charge: -2
Max |F|, eV/Å: 0.343
Spin multiplicity: 1

Geometry as XYZ:
```
75
Properties=species:S:1:pos:R:3:forces:R:3:lowdin_charge:R:1
Na -0.669 1.192 0.124 0.1 0.3 0.1 0.104
Cl -6.020 -1.051 5.068 -0.1 0.0 0.0 0.563
C -4.611 -0.602 4.122 0.0 0.0 -0.1 -0.698
C -3.394 -0.349 4.775 0.1 0.0 0.0 -0.132
C -2.277 -0.038 4.055 0.0 0.0 0.0 -0.004
C -2.278 0.035 2.613 -0.2 -0.1 0.0 -0.394
O -1.217 0.165 1.965 0.1 -0.1 0.2 -0.093
C -3.575 -0.124 1.991 0.0 0.1 0.0 -0.134
C -3.807 0.054 0.580 0.0 0.0 0.0 -0.095
N -3.054 0.664 -0.262 -0.2 -0.2 -0.1 0.114
C -3.491 0.725 -1.591 0.1 0.1 0.0 -0.186
C -4.809 0.833 -1.977 0.0 0.0 0.0 -0.032
C -5.181 0.867 -3.336 0.0 0.0 0.0 -0.094
C -4.242 0.809 -4.323 0.0 0.0 0.0 -0.064
C -2.870 0.753 -3.977 0.0 0.0 0.0 -0.161
C -1.840 0.741 -4.945 0.1 0.0 0.0 -0.029
C -0.536 0.734 -4.548 0.0 0.0 0.0 -0.046
C -0.251 0.750 -3.163 -0.1 0.0 0.0 -0.120
N -1.183 0.741 -2.246 0.2 0.0 0.1 0.121
C -2.486 0.733 -2.617 0.0 0.0 -0.1 -0.138
C -4.694 -0.489 2.762 0.0 0.0 0.0 -0.101
H -3.352 -0.405 5.857 0.0 0.0 0.0 0.093
H -1.331 0.166 4.543 0.0 0.0 0.0 0.112
H -4.750 -0.396 0.235 0.0 0.0 0.0 0.114
H -5.580 0.913 -1.222 0.0 0.0 0.0 0.103
H -6.232 0.948 -3.587 0.0 0.0 0.0 0.095
H -4.522 0.837 -5.370 0.0 0.0 0.0 0.100
H -2.106 0.749 -5.997 0.0 0.0 0.0 0.107
H 0.279 0.735 -5.259 0.0 0.0 0.0 0.100
H 0.775 0.750 -2.805 0.0 0.0 0.0 0.099
H -5.643 -0.662 2.264 0.0 0.0 0.0 0.101
S 0.245 3.804 -0.145 -0.1 0.1 -0.3 0.461
C 1.250 3.976 1.237 0.1 0.0 0.0 -1.254
S 1.520 2.659 2.298 0.0 0.0 0.1 0.495
C 1.898 5.216 1.464 0.0 0.0 0.0 -0.456
C 2.841 5.405 2.505 0.1 -0.1 0.0 -0.333
N 3.652 5.603 3.309 0.0 0.0 0.0 0.085
C 1.732 6.348 0.623 -0.1 0.0 0.0 -0.325
N 1.631 7.314 -0.007 0.1 0.0 0.0 0.082
C 4.331 3.383 -0.179 0.0 0.1 -0.1 -0.108
C 4.646 2.091 0.558 0.0 -0.1 0.0 -0.302
C 4.169 0.866 -0.211 0.1 -0.1 0.0 -0.342
S 2.392 0.473 -0.123 0.0 0.0 -0.3 0.891
O 2.231 -0.565 -1.218 0.0 -0.1 0.0 -0.565
C 2.361 -0.446 1.450 0.1 0.1 0.1 -0.360
C 2.512 -1.948 1.283 -0.1 0.0 0.0 -0.289
C 3.904 -2.451 0.928 0.1 0.0 0.0 -0.113
H 4.566 4.256 0.429 0.0 0.0 0.0 0.070
H 3.271 3.440 -0.431 -0.1 0.0 0.0 0.048
H 4.900 3.445 -1.113 0.0 0.0 0.0 0.070
H 4.195 2.118 1.552 0.0 0.0 0.0 0.063
H 5.728 1.987 0.694 0.0 0.0 0.0 0.101
H 4.688 -0.047 0.079 0.0 0.0 0.0 0.066
H 4.319 1.005 -1.285 0.0 0.0 0.0 0.087
H 1.406 -0.183 1.912 0.0 0.0 -0.1 0.043
H 3.136 -0.004 2.082 0.0 0.0 0.0 0.084
H 1.821 -2.281 0.508 0.0 0.0 0.0 0.066
H 2.182 -2.403 2.223 0.0 0.0 0.0 0.112
H 4.176 -2.150 -0.084 0.0 0.0 0.0 0.060
H 3.937 -3.543 0.964 0.0 0.0 0.0 0.063
H 4.662 -2.070 1.618 0.0 0.0 0.0 0.072
F 0.976 -6.306 0.789 0.0 0.0 -0.1 0.128
C 0.762 -5.835 -0.455 0.0 -0.1 0.0 -0.572
F 1.929 -5.936 -1.122 -0.1 0.0 0.1 0.129
F -0.090 -6.705 -1.051 0.1 0.0 0.0 0.123
C 0.221 -4.438 -0.459 0.0 0.0 0.0 -0.138
C -0.438 -3.930 0.646 0.0 0.0 0.0 0.003
C -0.926 -2.631 0.573 -0.1 0.0 0.0 -0.099
N -0.819 -1.873 -0.513 0.1 0.0 0.0 0.124
C -0.186 -2.376 -1.566 0.1 -0.1 0.0 -0.120
C 0.360 -3.651 -1.591 0.0 0.0 0.0 0.009
H -0.549 -4.505 1.554 0.0 0.0 0.0 0.119
H -1.409 -2.166 1.424 0.0 0.0 0.0 0.104
H -0.086 -1.723 -2.423 0.0 0.0 0.0 0.092
H 0.896 -4.002 -2.462 0.0 0.0 0.0 0.120
```
Forces are in eV/Å.

***

Below is a molecular structure, C32H28MnNO5P, with properties calculated with ωB97M-V/def2-TZVPD.

Values from the calculation:
HOMO-LUMO gap (alpha / beta), eV: 7.155 / 8.619
Net charge: +1
Max |F|, eV/Å: 0.185
Spin multiplicity: 5

Geometry as XYZ:
```
68
Properties=species:S:1:pos:R:3:forces:R:3:mulliken_spin:R:1
Mn 0.154 0.022 -0.154 0.0 -0.2 0.1 4.330
O -2.458 -3.027 -2.362 0.0 0.1 0.0 0.001
C -1.625 -2.277 -1.656 0.0 -0.1 0.1 0.010
O -1.213 -1.193 -1.998 0.0 0.0 -0.1 0.020
C -1.187 -2.894 -0.365 0.0 0.1 -0.1 0.012
C -1.420 -4.192 0.038 0.0 -0.1 0.0 -0.002
C -0.818 -4.622 1.218 0.0 0.1 0.0 0.002
C 0.006 -3.760 1.925 0.0 0.0 0.0 0.002
C 0.164 -2.468 1.447 0.1 0.0 0.1 0.054
N -0.446 -2.052 0.347 0.0 0.0 0.0 0.049
C 1.050 -1.382 2.041 -0.1 0.0 0.0 -0.060
O 1.417 -1.685 3.346 0.0 0.0 0.0 0.002
O 0.467 -0.154 1.878 0.0 0.0 0.0 0.089
H -2.667 -2.557 -3.186 0.0 0.0 0.0 -0.001
H -2.039 -4.846 -0.559 0.0 0.0 0.0 -0.001
H -0.980 -5.631 1.571 0.0 0.0 0.0 0.000
H 0.510 -4.065 2.831 0.0 0.0 0.0 0.000
H 1.279 -0.878 3.860 0.0 0.0 0.0 -0.005
O 2.073 -1.188 -0.131 -0.1 0.0 0.0 0.003
C 2.220 -1.050 1.089 0.1 0.0 0.0 -0.021
C 3.276 -0.121 1.551 0.0 0.0 0.0 0.050
C 4.217 -0.442 2.515 0.0 0.0 0.0 -0.013
C 5.195 0.487 2.845 0.0 0.0 0.0 -0.001
C 5.198 1.737 2.247 0.0 0.0 0.0 -0.001
C 4.224 2.075 1.316 0.0 0.0 0.0 0.006
C 3.268 1.141 0.941 -0.1 0.0 0.0 -0.072
P 1.941 1.625 -0.226 0.1 0.0 0.0 -0.198
C 1.556 3.311 0.259 0.0 0.0 0.0 -0.049
C 0.762 3.480 1.394 0.0 0.0 0.0 0.002
C 0.518 4.757 1.870 0.0 0.0 0.0 0.001
C 1.059 5.859 1.217 0.0 0.0 0.0 -0.003
C 1.842 5.687 0.086 0.0 0.0 0.0 0.000
C 2.096 4.410 -0.398 0.0 0.0 0.0 0.003
C 2.639 1.603 -1.881 -0.1 0.1 0.0 -0.008
C 3.875 1.014 -2.128 0.1 0.0 0.0 -0.009
C 4.370 0.977 -3.423 0.0 0.0 0.0 0.007
C 3.634 1.520 -4.465 0.0 0.0 0.0 -0.014
C 2.395 2.101 -4.220 0.0 0.0 0.0 0.008
C 1.890 2.139 -2.933 0.0 0.0 0.1 -0.064
H 4.188 -1.411 2.993 0.0 0.0 0.0 0.000
H 5.947 0.237 3.581 0.0 0.0 0.0 0.000
H 5.950 2.465 2.520 0.0 0.0 0.0 -0.001
H 4.207 3.073 0.896 0.0 0.0 0.0 -0.003
H 0.339 2.617 1.895 0.0 0.0 0.0 0.011
H -0.098 4.894 2.749 0.0 0.0 0.0 0.000
H 0.865 6.856 1.591 0.0 0.0 0.0 0.000
H 2.258 6.546 -0.424 0.0 0.0 0.0 0.000
H 2.710 4.278 -1.280 0.0 0.0 0.0 0.000
H 4.449 0.587 -1.316 0.0 0.0 0.0 -0.001
H 5.332 0.522 -3.616 0.0 0.0 0.0 0.000
H 4.024 1.488 -5.473 0.0 0.0 0.0 -0.001
H 1.820 2.518 -5.036 0.0 0.0 0.0 0.000
H 0.916 2.569 -2.732 0.0 0.0 0.0 -0.009
C -3.350 3.922 -0.818 0.0 0.0 0.0 0.008
C -2.204 3.637 -1.797 0.0 0.0 0.0 0.004
C -1.270 4.852 -1.878 0.0 0.0 0.0 0.006
C -2.767 3.314 -3.187 0.0 0.0 0.0 0.007
C -1.432 2.484 -1.308 0.0 0.0 0.0 0.026
C -0.797 1.532 -0.904 0.0 0.0 0.0 -0.165
H -3.929 4.776 -1.172 0.0 0.0 0.0 0.001
H -2.964 4.152 0.176 0.0 0.0 0.0 -0.001
H -4.015 3.061 -0.737 0.0 0.0 0.0 -0.002
H -1.828 5.723 -2.224 0.0 0.0 0.0 0.001
H -0.451 4.668 -2.577 0.0 0.0 0.0 -0.002
H -0.842 5.077 -0.901 0.0 0.0 0.0 -0.002
H -3.336 4.168 -3.558 0.0 0.0 0.0 0.001
H -3.427 2.447 -3.148 0.0 0.0 0.0 -0.001
H -1.965 3.102 -3.895 0.0 0.0 0.0 -0.002
```
Forces are in eV/Å.

***

Below is a molecular structure, C32H28N7O4SW, with properties calculated with ωB97M-V/def2-TZVPD.

Values from the calculation:
HOMO-LUMO gap (alpha / beta), eV: 5.440 / 5.439
Net charge: +3
Max |F|, eV/Å: 1.916
Spin multiplicity: 1

Geometry as XYZ:
```
73
Properties=species:S:1:pos:R:3:forces:R:3:lowdin_charge:R:1
W 0.171 0.075 0.640 -0.5 -0.4 1.8 1.887
O -1.526 0.860 0.534 -1.0 0.5 0.1 -0.336
C -2.299 1.940 0.444 -0.1 1.3 0.0 -0.286
C -3.676 1.836 0.245 0.4 -0.4 0.0 0.012
C -4.449 2.979 0.167 0.3 0.1 0.1 -0.005
C -3.874 4.243 0.307 0.0 0.1 0.0 -0.026
C -2.521 4.367 0.513 0.1 -0.3 0.0 0.014
C -1.698 3.223 0.583 -0.6 -0.6 -0.2 -0.129
C -0.317 3.326 0.895 0.1 -0.5 0.0 -0.015
N 0.514 2.322 0.983 -0.1 -0.4 0.2 -0.053
C 1.834 2.599 1.549 0.5 -0.2 0.4 -0.151
C 2.133 1.387 2.453 -0.3 0.8 0.1 -0.171
N 1.967 0.205 1.614 -0.6 0.9 -0.5 -0.142
C 3.150 -0.036 0.852 0.1 -0.4 -0.7 -0.119
C 3.320 -1.182 -0.150 -0.5 0.2 -0.3 -0.127
C 4.475 -2.065 -0.268 0.4 -0.1 0.0 0.024
C 4.470 -3.081 -1.125 0.1 0.4 0.1 0.011
C 3.349 -3.277 -2.121 0.1 -0.8 -0.1 -0.068
C 2.602 -0.990 -3.054 -0.4 0.0 -0.4 0.044
C 3.027 0.263 -0.641 0.3 -0.4 0.9 -0.171
O 0.571 0.472 -1.303 0.2 0.6 -0.1 -0.224
H -4.123 0.857 0.159 0.0 -0.1 0.0 0.129
H -5.511 2.891 0.000 -0.1 0.0 0.0 0.130
H -4.497 5.122 0.265 0.0 0.1 0.0 0.128
H -2.071 5.341 0.631 0.0 0.2 0.0 0.132
H 0.044 4.332 1.120 0.1 -0.1 0.0 0.158
H 1.856 3.541 2.106 -0.1 -0.2 -0.1 0.140
H 2.582 2.648 0.745 -0.1 0.1 0.2 0.121
H 1.413 1.355 3.281 0.2 0.0 -0.1 0.115
H 3.137 1.467 2.885 -0.1 -0.2 -0.1 0.139
H 4.091 0.216 1.337 -0.1 -0.1 0.0 0.181
H 5.300 -1.906 0.408 0.1 -0.1 0.1 0.138
H 5.275 -3.797 -1.163 0.1 -0.1 0.0 0.139
H 3.731 -3.588 -3.094 0.0 0.1 0.0 0.153
H 1.826 -0.236 -2.997 0.2 0.0 0.1 0.131
O 1.306 -3.837 -0.176 -0.1 0.1 0.2 0.179
C 1.190 -2.664 0.011 0.6 0.5 -0.9 -0.456
N 0.531 -1.972 0.986 -0.4 -0.1 0.1 -0.096
C -0.197 -2.721 1.929 -0.4 0.5 0.5 -0.418
O -0.273 -3.907 2.007 0.1 0.1 0.0 0.200
C -0.900 -1.773 2.871 0.0 -0.2 0.3 -0.146
C -1.631 -2.269 3.942 0.2 0.3 -0.3 0.062
C -2.254 -1.374 4.802 0.2 0.1 -0.2 0.029
C -2.102 -0.012 4.559 0.2 -0.1 -0.2 0.009
C -1.360 0.405 3.466 0.1 0.4 -0.1 -0.083
N -0.759 -0.450 2.612 -0.1 -0.8 0.1 -0.021
C 1.984 -1.631 -0.859 -0.1 -1.3 0.5 -0.180
C 2.528 -2.073 -2.177 0.4 0.8 0.0 0.015
C 3.882 -0.558 -3.348 -0.4 -0.8 0.3 0.102
C 4.203 0.736 -2.826 0.0 0.7 0.2 0.010
C 3.767 1.111 -1.596 0.1 0.1 -0.3 0.081
N 1.601 -0.215 -0.744 0.4 -0.4 -1.5 -0.261
H -1.703 -3.340 4.076 0.1 0.0 -0.1 0.145
H -2.840 -1.732 5.637 0.0 0.0 0.0 0.139
H -2.554 0.718 5.216 0.0 0.1 -0.1 0.132
H -1.225 1.466 3.259 -0.1 -0.2 0.0 0.122
H 2.719 -4.088 -1.704 0.1 0.1 -0.3 0.155
H 4.678 -1.200 -3.703 0.1 -0.1 0.0 0.160
H 4.912 1.362 -3.355 0.1 0.1 0.1 0.144
H 4.117 2.059 -1.207 0.1 0.1 -0.1 0.130
C -4.212 -2.378 -2.214 -0.3 -0.9 0.3 0.003
N -3.599 -1.099 -2.452 0.7 0.7 0.2 -0.102
C -4.089 -0.105 -3.256 0.0 0.7 -0.3 -0.002
C -3.214 0.930 -3.225 -0.4 -0.1 -0.2 -0.024
N -2.188 0.556 -2.395 -0.1 -0.5 0.0 0.096
C -2.436 -0.685 -1.926 0.3 0.4 0.1 -0.653
S -1.450 -1.580 -0.853 0.7 -0.5 0.5 0.885
H -5.168 -2.423 -2.728 0.0 0.1 0.0 0.112
H -4.368 -2.533 -1.147 0.0 0.1 0.0 0.103
H -3.575 -3.184 -2.579 0.0 0.1 -0.1 0.110
H -5.015 -0.203 -3.784 -0.2 -0.1 -0.1 0.145
H -3.241 1.878 -3.719 0.0 0.2 -0.1 0.135
H -1.344 1.079 -2.198 -0.3 -0.2 -0.1 0.137
```
Forces are in eV/Å.

***

Question: Look up the max |F| of the second one.
Answer: 0.185 eV/Å

***

Question: What is the max |F| in the third record?
Answer: 1.916 eV/Å